one.
{
  "formula": "C3H6N2O3",
  "method": "ωB97M-V with the def2-TZVPD basis set",
  "homo_energy_ev": -7.937,
  "spin_multiplicity": 1,
  "homo_lumo_gap_ha": 0.307,
  "smiles": "NC(=O)/C(O)=C(\\N)O",
  "elements": ["N", "C", "O", "C", "O", "C", "N", "O", "H", "H", "H", "H", "H", "H"],
  "xyz": [[0.98, -1.09, -1.14], [1.34, -0.80, 0.19], [2.47, -0.97, 0.62], [0.26, -0.05, 0.84], [0.10, -0.15, 2.22], [-0.75, 0.45, 0.06], [-0.66, 1.16, -1.10], [-2.01, 0.56, 0.59], [1.74, -1.32, -1.77], [0.07, -1.42, -1.43], [-0.20, 0.72, 2.52], [0.28, 1.42, -1.37], [-1.43, 1.81, -1.24], [-2.20, -0.30, 1.01]],
  "lowdin_charge": [0.12, -0.48, 0.06, -0.22, 0.04, -0.38, 0.13, 0.06, 0.10, 0.10, 0.11, 0.12, 0.11, 0.13]
}

two.
{
  "formula": "C3H6N2O3",
  "method": "ωB97M-V with the def2-TZVPD basis set",
  "homo_energy_ev": -9.663,
  "spin_multiplicity": 1,
  "homo_lumo_gap_ha": 0.386,
  "smiles": "CN(C=O)O/C=N/O",
  "elements": ["C", "N", "C", "O", "O", "C", "N", "O", "H", "H", "H", "H", "H", "H"],
  "xyz": [[-0.12, -1.72, -0.45], [0.66, -0.71, 0.16], [2.06, -0.50, 0.00], [2.65, 0.41, 0.49], [-0.01, -0.06, 1.25], [-0.76, 1.06, 0.83], [-0.83, 1.34, -0.38], [-2.01, 2.41, -0.16], [-0.87, -1.16, -0.86], [-0.70, -2.22, 0.42], [0.32, -2.27, -1.21], [2.70, -1.12, -0.75], [-1.53, 1.49, 1.59], [-1.54, 3.06, -0.94]],
  "lowdin_charge": [-0.05, -0.16, -0.29, 0.04, -0.02, -0.21, 0.10, -0.18, 0.04, 0.14, 0.08, 0.16, 0.18, 0.17]
}

three.
{
  "formula": "C3H6N2O3",
  "method": "ωB97M-V with the def2-TZVPD basis set",
  "homo_energy_ev": -6.897,
  "spin_multiplicity": 1,
  "homo_lumo_gap_ha": 0.273,
  "smiles": "NC(N)=C=O.O=CO",
  "elements": ["N", "C", "N", "C", "O", "H", "H", "H", "H", "O", "C", "O", "H", "H"],
  "xyz": [[0.52, -0.40, 1.85], [-0.08, -0.80, 0.63], [-1.38, -0.31, 0.35], [0.66, -1.33, -0.37], [0.84, -2.17, -1.18], [0.96, -1.18, 2.32], [-0.10, 0.06, 2.51], [-1.73, -0.58, -0.57], [-1.92, 0.04, 1.12], [-0.42, 0.74, -2.49], [0.16, 1.38, -1.67], [1.31, 1.01, -0.88], [0.20, 2.48, -1.68], [0.99, 1.07, 0.06]],
  "lowdin_charge": [0.07, -0.45, 0.09, -0.16, 0.15, 0.09, 0.08, 0.10, 0.09, 0.10, -0.32, -0.05, 0.13, 0.08]
}

one is favored, and the nearest alternative lies 0.0882 hartree above it.

one.
{
  "formula": "C3H6N2O3",
  "method": "ωB97M-V with the def2-TZVPD basis set",
  "homo_energy_ev": -10.544,
  "spin_multiplicity": 1,
  "homo_lumo_gap_ha": 0.412,
  "elements": ["C", "C", "C", "H", "H", "H", "H", "H", "H", "N", "N", "O", "O", "O"],
  "xyz": [[-1.04, 0.68, -1.20], [-0.81, -0.92, 0.41], [2.36, -0.73, 1.46], [-0.72, 2.32, -2.19], [-1.53, 2.59, -0.81], [-0.65, -1.42, -0.64], [-1.57, -1.60, 0.86], [3.57, -1.17, 1.02], [1.95, -0.28, 2.61], [-1.72, 1.94, -1.53], [1.50, -1.11, 0.59], [-0.12, 0.22, -1.93], [-1.40, 0.25, 0.02], [0.19, -0.76, 1.34]],
  "lowdin_charge": [-0.53, -0.32, -0.09, 0.22, 0.04, 0.16, 0.14, 0.17, 0.17, 0.10, 0.03, 0.03, 0.04, -0.14]
}

two.
{
  "formula": "C3H6N2O3",
  "method": "ωB97M-V with the def2-TZVPD basis set",
  "homo_energy_ev": -9.094,
  "spin_multiplicity": 1,
  "homo_lumo_gap_ha": 0.316,
  "smiles": "C=C[N+](=O)[O-].C=[NH+][O-]",
  "elements": ["C", "C", "N", "O", "O", "H", "H", "H", "C", "N", "O", "H", "H", "H"],
  "xyz": [[-2.21, -1.58, -0.52], [-1.92, -0.67, 0.40], [-1.85, 0.73, 0.25], [-1.67, 1.22, -0.86], [-1.72, 1.34, 1.30], [-2.23, -1.24, -1.67], [-2.25, -2.64, -0.31], [-1.82, -0.93, 1.45], [2.38, 1.68, -0.98], [1.32, 0.96, -0.84], [0.92, 0.30, 0.11], [3.12, 1.70, -0.19], [2.53, 2.23, -1.90], [0.88, 0.75, -1.75]],
  "lowdin_charge": [0.08, -0.14, -0.41, 0.04, 0.08, 0.13, 0.06, 0.12, 0.05, -0.26, -0.07, 0.09, 0.07, 0.16]
}

three.
{
  "formula": "C3H6N2O3",
  "method": "ωB97M-V with the def2-TZVPD basis set",
  "homo_energy_ev": -9.128,
  "spin_multiplicity": 1,
  "homo_lumo_gap_ha": 0.368,
  "elements": ["C", "C", "C", "N", "N", "O", "O", "O", "H", "H", "H", "H", "H", "H"],
  "xyz": [[0.92, 0.31, -0.64], [1.01, 1.19, 0.57], [0.03, -0.50, 0.22], [-0.14, -1.88, 0.07], [-1.68, 0.19, -0.23], [-1.72, 1.38, -0.30], [-2.51, -0.63, -0.49], [0.40, 0.22, 1.38], [0.39, 0.90, -1.52], [1.91, -0.24, -0.95], [2.05, 1.57, 0.80], [0.26, 2.08, 0.69], [0.11, -2.46, 0.86], [-1.06, -2.11, -0.43]],
  "lowdin_charge": [-0.10, -0.22, -0.40, 0.13, -0.32, 0.05, 0.05, 0.00, 0.16, 0.16, 0.13, 0.14, 0.10, 0.12]
}

four.
{
  "formula": "C3H6N2O3",
  "method": "ωB97M-V with the def2-TZVPD basis set",
  "homo_energy_ev": -9.511,
  "spin_multiplicity": 1,
  "homo_lumo_gap_ha": 0.374,
  "smiles": "[H]/N=C(\\N)OC(=O)OC",
  "elements": ["H", "N", "C", "N", "O", "C", "O", "O", "C", "H", "H", "H", "H", "H"],
  "xyz": [[3.90, -0.52, -0.17], [3.06, -1.05, 0.14], [1.90, -0.35, 0.01], [1.63, 1.06, -0.28], [0.62, -1.03, 0.27], [-0.42, -0.13, 0.18], [-0.70, 1.04, 0.41], [-1.40, -0.98, -0.14], [-2.62, -0.36, -0.09], [0.78, 1.42, 0.37], [2.63, 1.62, -0.41], [-2.79, 0.63, -0.54], [-3.34, -1.09, -0.61], [-3.24, -0.24, 0.87]],
  "lowdin_charge": [0.04, 0.09, -0.37, 0.04, 0.11, -0.51, 0.10, 0.03, -0.13, 0.10, 0.17, 0.10, 0.12, 0.12]
}

four is favored, and the nearest alternative lies 0.0869 hartree above it.

one.
{
  "formula": "C16H18N2O3S2",
  "method": "ωB97M-V with the def2-TZVPD basis set",
  "homo_energy_ev": -8.298,
  "spin_multiplicity": 1,
  "homo_lumo_gap_ha": 0.323,
  "smiles": "CCOC(=O)Cc1csc(NC(=O)CCSc2ccccc2)n1",
  "elements": ["C", "C", "O", "C", "O", "C", "C", "C", "S", "C", "N", "C", "O", "C", "C", "S", "C", "C", "C", "C", "C", "C", "N", "H", "H", "H", "H", "H", "H", "H", "H", "H", "H", "H", "H", "H", "H", "H", "H", "H", "H"],
  "xyz": [[-4.68, -0.83, 0.39], [-3.16, -0.92, 0.33], [-2.56, 0.36, 0.57], [-2.44, 1.18, -0.48], [-2.79, 0.92, -1.59], [-1.79, 2.48, -0.05], [-0.31, 2.40, -0.29], [0.60, 3.37, 0.02], [2.19, 2.88, -0.43], [1.49, 1.37, -1.02], [2.32, 0.44, -1.55], [2.10, -0.87, -1.94], [3.06, -1.54, -2.24], [0.69, -1.37, -2.02], [0.55, -2.70, -1.28], [-0.03, -2.48, 0.44], [1.16, -1.32, 1.09], [2.52, -1.52, 0.94], [3.40, -0.59, 1.46], [2.93, 0.52, 2.14], [1.57, 0.69, 2.32], [0.68, -0.22, 1.79], [0.21, 1.29, -0.87], [-5.11, -1.82, 0.26], [-5.00, -0.42, 1.34], [-5.05, -0.19, -0.41], [-2.84, -1.28, -0.65], [-2.77, -1.57, 1.11], [-2.21, 3.29, -0.65], [-1.99, 2.66, 1.01], [0.43, 4.32, 0.47], [3.31, 0.69, -1.55], [-0.02, -0.63, -1.65], [0.48, -1.54, -3.08], [-0.23, -3.32, -1.72], [1.49, -3.25, -1.29], [2.89, -2.39, 0.43], [4.47, -0.74, 1.33], [3.63, 1.24, 2.54], [1.20, 1.55, 2.86], [-0.39, -0.09, 1.90]],
  "lowdin_charge": [-0.06, -0.24, -0.02, -0.52, 0.12, -0.02, -0.37, -0.35, 1.05, -0.59, 0.12, -0.47, 0.08, -0.14, -0.43, 0.95, -0.53, -0.11, -0.08, -0.10, -0.10, -0.11, 0.11, 0.08, 0.08, 0.08, 0.11, 0.10, 0.13, 0.13, 0.07, 0.15, 0.08, 0.13, 0.07, 0.07, 0.11, 0.11, 0.10, 0.11, 0.10]
}

two.
{
  "formula": "C16H18N2O3S2",
  "method": "ωB97M-V with the def2-TZVPD basis set",
  "homo_energy_ev": -8.958,
  "spin_multiplicity": 1,
  "homo_lumo_gap_ha": 0.343,
  "smiles": "Cc1ccccc1C(=O)N1CCN(S(=O)(=O)c2cccs2)CC1",
  "elements": ["C", "C", "C", "C", "C", "C", "C", "C", "O", "N", "C", "C", "N", "S", "O", "O", "C", "C", "C", "C", "S", "C", "C", "H", "H", "H", "H", "H", "H", "H", "H", "H", "H", "H", "H", "H", "H", "H", "H", "H", "H"],
  "xyz": [[3.74, -1.61, -1.23], [3.91, -0.28, -0.57], [4.94, 0.58, -0.93], [5.09, 1.81, -0.31], [4.21, 2.20, 0.68], [3.18, 1.36, 1.05], [3.02, 0.13, 0.43], [1.93, -0.79, 0.89], [2.08, -1.55, 1.82], [0.78, -0.74, 0.17], [0.47, 0.25, -0.84], [-0.61, 1.19, -0.31], [-1.78, 0.46, 0.13], [-2.82, -0.02, -1.09], [-2.79, 0.99, -2.10], [-2.61, -1.39, -1.49], [-4.36, 0.06, -0.22], [-5.20, -0.97, 0.10], [-6.33, -0.52, 0.81], [-6.32, 0.82, 1.01], [-4.93, 1.58, 0.34], [-1.47, -0.59, 1.09], [-0.37, -1.52, 0.58], [4.60, -1.86, -1.84], [3.61, -2.39, -0.47], [2.85, -1.62, -1.86], [5.64, 0.27, -1.70], [5.90, 2.46, -0.61], [4.33, 3.16, 1.17], [2.49, 1.65, 1.83], [0.08, -0.27, -1.73], [1.37, 0.80, -1.11], [-0.23, 1.76, 0.55], [-0.94, 1.88, -1.09], [-5.00, -1.98, -0.18], [-7.11, -1.18, 1.15], [-7.05, 1.42, 1.52], [-1.16, -0.11, 2.02], [-2.39, -1.15, 1.26], [-0.74, -2.09, -0.28], [-0.04, -2.21, 1.36]],
  "lowdin_charge": [-0.02, -0.22, -0.04, -0.08, -0.08, -0.03, -0.13, -0.44, 0.08, -0.04, -0.11, -0.16, -0.24, 0.61, -0.28, -0.28, -0.62, -0.14, -0.17, -0.39, 1.05, -0.16, -0.11, 0.08, 0.09, 0.09, 0.11, 0.10, 0.10, 0.12, 0.13, 0.13, 0.13, 0.12, 0.12, 0.11, 0.07, 0.14, 0.12, 0.12, 0.13]
}

one is favored, and the nearest alternative lies 0.0439 hartree above it.